Molecular formula: C37H47Cl9N3O5
Method: DFT, wB97M-V/def2-TZVPD

Each line ends with the Löwdin charge.
Cartesian coordinates (Å):
H: -1.87696 -0.54814 -7.44222  0.105
H: -0.94784 -0.91815 5.24712  0.038
Cl: -3.61040 -8.45154 7.71495  0.538
H: 6.64655 3.60376 -0.31822  0.093
H: -0.97462 -6.88764 5.63384  0.069
H: 2.70939 1.05295 0.37658  0.110
C: 1.30376 1.27947 -1.49589  -0.098
C: -5.00373 2.81147 1.59156  -0.527
C: -2.21663 1.47845 -4.11089  0.007
H: -4.32049 -3.21418 -0.70474  0.134
C: -0.20262 1.29521 -0.76918  -0.003
C: -1.98667 -7.02215 6.02645  -0.687
C: -2.82980 0.88502 -0.75725  0.010
C: -1.49659 0.47945 -2.97904  -0.154
H: 7.58989 2.30329 -5.05190  -0.025
C: -1.55272 2.24835 3.25208  -0.221
H: 4.74963 1.58479 -0.20114  0.065
Cl: -0.67863 -2.97204 4.14901  0.526
C: -0.18024 1.78845 0.82886  0.097
H: -5.19074 0.54551 -0.83730  0.113
H: -2.14336 -2.10829 5.78838  0.075
H: 4.42633 -1.21987 -2.90937  0.138
H: -0.25251 1.72779 4.77609  0.142
C: 5.35315 3.15218 -8.46340  -0.656
C: -1.75078 -0.29663 -6.29417  -0.031
H: -5.10211 0.44902 1.40248  0.126
H: -4.45254 1.04296 -2.49867  0.119
C: -1.25771 6.15856 5.99278  -0.678
H: -0.33985 -1.70039 -2.84859  0.093
Cl: 6.40959 1.82964 -6.30343  0.719
H: -2.24723 -6.13216 6.60767  0.035
C: -1.08426 -1.95833 5.55679  -0.662
C: -2.34175 1.12749 -5.71012  -0.037
C: -0.20061 -2.26084 6.75619  -0.655
C: -1.00530 -1.28495 -5.19608  -0.030
H: -1.91830 -2.30856 0.77465  0.134
H: 1.07938 -5.08728 1.18080  0.105
O: 3.65936 -1.76440 -0.63581  -0.039
C: 0.26599 -5.45112 0.38741  -0.034
H: 4.79264 3.06599 -9.39875  0.073
H: -4.16418 -1.67882 0.46662  0.109
H: 6.37187 3.47078 -8.70531  0.073
C: 6.44372 2.93226 -1.27552  -0.053
C: -0.28022 -4.08390 -0.34943  -0.269
H: -2.66042 2.48635 -3.71332  0.098
N: -1.74259 -3.83737 -0.75552  -0.030
H: 0.86161 -2.21005 6.49724  0.072
N: 3.97005 -0.32682 -2.58329  0.018
H: -3.51201 -1.45130 -2.79710  0.108
C: -0.87865 -0.92716 -3.56820  0.006
H: -2.26545 5.88932 6.32434  0.073
H: 0.85672 -6.18222 -0.33829  0.104
H: -1.27586 -8.24910 7.64731  0.073
C: -2.18774 -2.43563 -0.38064  -0.232
C: -1.58793 1.80084 1.67374  0.049
H: -0.55891 -6.07064 0.94016  0.087
Cl: -4.92192 3.57278 -0.12390  0.586
C: 7.24910 3.13483 -2.69695  -0.055
H: -0.39175 -1.53419 7.55138  0.076
C: -3.79452 -2.15417 -0.55314  -0.163
H: 0.83438 2.10558 1.35483  0.133
C: 3.32910 -0.58915 -1.23844  -0.271
Cl: -0.19041 6.16728 7.41893  0.536
C: -2.95086 1.31726 0.85057  -0.041
H: 5.70542 1.02885 -8.39114  0.077
H: -0.89458 5.36650 5.33122  0.046
Cl: -0.52585 -3.87210 7.44261  0.563
C: -2.04913 -8.28249 6.87412  -0.664
O: 0.65395 -3.13847 -0.61463  -0.078
H: -1.88878 -9.18193 6.27142  0.070
Cl: -3.07798 -7.10169 4.62049  0.524
O: -1.05346 1.32730 4.31962  -0.014
O: -1.94956 3.48010 3.66429  0.017
C: 7.01903 2.19353 -4.03175  -0.177
Cl: -2.02020 8.78635 6.20499  0.542
C: -1.24685 7.48983 5.25895  -0.669
H: -0.58024 -2.30707 -5.63612  0.102
C: -4.34875 1.28814 1.71721  -0.111
H: 1.28090 0.85584 -2.58648  0.118
H: 1.68825 2.39296 -1.41444  0.138
C: 5.34228 1.82091 -7.72957  -0.572
C: 2.25126 0.37056 -0.46078  -0.110
H: -1.72424 -3.88215 -1.80568  0.118
H: -0.22813 7.80843 5.01704  0.069
H: -2.88680 1.85934 -6.45972  0.103
C: -4.20413 -1.24137 -1.85304  -0.184
H: -1.49108 -1.69108 -0.95542  0.076
C: -4.23080 0.39838 -1.52888  -0.141
C: 5.01322 0.77197 -2.53311  -0.140
H: -4.09306 1.11896 2.86143  0.146
C: 5.30875 1.71407 -1.22410  -0.026
Cl: 4.57981 4.44870 -7.51737  0.542
N: -1.47716 0.89213 -1.50016  0.006
C: 5.88313 1.00364 -3.94162  -0.093
H: 4.33455 1.55167 -7.39801  0.077
H: 5.65732 0.28402 -4.86660  0.063
H: 8.04278 4.00069 -2.77127  0.085
H: -5.30380 -1.54435 -2.19411  0.129
H: -1.80736 7.40363 4.32360  0.071
O: -5.53884 3.47267 2.64834  -0.043
H: 1.48631 -0.35633 0.09506  0.128

Net charge   +1
Largest force on an atom   10.20 eV Å⁻¹
LUMO   -0.1846 Eh
Frontier orbital gap   5.0 eV
E_HOMO   -0.36940 Ha

Molecular formula: C37H47N7O8
Method: DFT, wB97M-V/def2-TZVPD

Each line ends with the Löwdin charge.
Cartesian coordinates (Å):
H: -13.49698 -7.61852 -1.16196  0.086
O: -18.36153 -6.38027 -9.41062  0.043
C: -18.29021 -8.67186 0.80706  -0.102
H: -21.92180 -8.16228 -1.07567  0.076
C: -18.46038 -6.57624 -10.71674  -0.634
H: -20.94561 -5.69840 -0.97887  0.092
C: -15.55318 -3.00105 -5.78772  -0.177
H: -21.71839 -3.03073 -6.59885  0.094
C: -16.08323 -4.77489 -7.90010  -0.067
H: -21.85634 -4.58224 -7.49198  0.095
H: -16.50809 -8.79990 -9.84882  0.132
C: -17.94272 -4.32396 -0.37287  -0.140
C: -20.07632 -5.38135 -0.42191  -0.105
H: -16.28894 -5.36646 -8.77995  0.086
H: -15.28873 -2.30084 -5.00915  0.104
H: -16.82389 -11.37582 -3.71574  0.108
H: -18.90336 -7.78282 0.79871  0.081
C: -17.92504 -7.51436 -8.72851  -0.137
H: -19.02139 -11.77251 -9.87884  0.117
H: -15.67233 -6.87331 -1.79670  0.078
O: -19.73274 -13.22262 -6.09284  0.117
C: -21.73593 -9.23374 -1.15013  -0.060
H: -21.37888 -11.75343 -2.34367  0.087
C: -14.95565 -3.98464 -7.83121  -0.135
C: -19.25997 -13.04883 -7.21886  -0.527
C: -18.13354 -11.06055 1.12806  -0.097
H: -23.63124 -4.51743 -5.69640  0.091
N: -21.69007 -4.74933 -5.35046  -0.180
H: -18.92015 -13.58877 -10.23712  0.136
N: -18.03838 -4.13686 0.95456  0.045
C: -20.50078 -8.93926 -3.26324  -0.309
H: -17.78930 -5.38309 -6.80638  0.070
H: -18.47259 -12.07427 1.28240  0.107
N: -16.99949 -8.56165 0.30284  0.061
C: -18.95262 -12.79057 -9.49555  -0.073
H: -15.85488 -5.12205 -3.63794  0.074
H: -17.02024 -7.27961 -8.16784  0.099
H: -22.67128 -9.69407 -1.46842  0.093
H: -21.24685 -5.42778 -3.53040  0.115
C: -14.88213 -5.42910 -3.28317  -0.059
O: -18.97935 -5.81007 -11.46095  0.172
H: -21.57323 -9.50976 -0.10829  0.065
C: -16.80576 -10.94676 0.77607  -0.075
H: -18.94754 -4.56621 2.69482  0.095
C: -23.02896 -5.29442 -5.22559  -0.045
C: -21.43437 -4.08287 -6.61982  -0.027
H: -19.94565 -10.07699 1.28780  0.086
H: -23.29825 -5.39563 -4.17424  0.087
C: -17.52162 -8.40726 -9.93060  -0.105
H: -17.96150 -6.89001 -5.29564  0.081
H: -19.66938 -11.55474 -2.69824  0.076
C: -17.67120 -8.12701 -3.47131  -0.077
H: -18.73737 -7.86798 -8.09354  0.126
H: -18.17592 -9.27751 -9.98216  0.112
N: -12.46912 -5.27955 -3.36168  0.056
C: -18.89351 -9.89125 1.13000  -0.083
O: -21.19006 -7.94639 -3.43486  -0.006
H: -18.91808 -5.35321 -2.10626  0.073
O: -19.55301 -4.87721 -4.56655  -0.040
H: -17.14112 -10.79348 -6.09055  0.084
O: -17.81304 -7.64604 -11.06725  0.104
C: -13.68416 -4.94549 -3.82262  -0.129
N: -17.52233 -8.74423 -5.76859  0.069
C: -17.62409 -12.69953 -8.74914  -0.161
H: -17.34364 -9.68837 -2.01871  0.085
C: -14.84033 -6.38687 -2.28410  -0.082
H: -17.37209 -3.83225 -4.84092  0.076
C: -17.29249 -10.02691 -5.34499  -0.106
C: -20.48777 -11.18301 -2.08165  -0.031
H: -20.35629 -4.01971 -6.76763  0.078
H: -16.25477 -11.85976 0.60511  0.095
O: -17.95483 -12.77026 -7.40866  0.046
N: -20.75531 -9.70169 -2.12908  -0.150
H: -20.07236 -9.49055 -4.11454  0.141
H: -21.11221 -5.50590 1.44263  0.093
H: -11.49752 -6.75767 -2.19408  0.095
H: -13.67191 -4.20633 -4.60994  0.079
C: -16.24768 -9.69528 0.35635  -0.137
H: -14.16120 -4.07493 -8.55723  0.097
C: -18.86351 -5.07586 -1.06390  -0.061
O: -19.88312 -13.02078 -8.40272  0.076
H: -15.26959 -9.62678 -0.09647  0.094
H: -23.15651 -6.30195 -5.62145  0.094
C: -13.57935 -6.84748 -1.91371  -0.069
C: -16.95996 -4.69142 -6.79256  -0.046
C: -20.21503 -5.19417 0.92852  -0.078
H: -16.99222 -13.52642 -9.07331  0.130
N: -14.71373 -3.07499 -6.83241  0.048
C: -12.42054 -6.29540 -2.51147  -0.155
H: -20.12488 -11.49211 -1.10141  0.063
C: -16.70493 -3.80446 -5.68976  -0.056
C: -17.34810 -9.42117 -3.06512  -0.093
C: -20.78822 -5.04319 -4.45449  -0.334
C: -19.08719 -4.63281 1.62595  -0.127
H: -17.03389 -3.87163 -0.74142  0.103
C: -17.69830 -7.82463 -4.82278  -0.136
H: -17.95673 -7.37731 -2.74825  0.092
H: -17.11119 -11.77866 -9.02667  0.122
C: -17.06760 -10.36350 -4.00246  -0.070

Net charge   0
Largest force on an atom   4.06 eV Å⁻¹
LUMO   0.0061 Eh
Frontier orbital gap   9.3 eV
E_HOMO   -0.33625 Ha